C2H4Cl2N2 in the gas phase, computed with ωB97M-V with the def2-TZVPD basis set.

SMILES = [H]/N=C(\Cl)[C@@H](N)Cl
Kohn-Sham gap = 10.901 eV
Energy above the lowest of the compared OMol25 structures with the same formula, charge and spin = 12.06 kcal per mole
LUMO = 0.864 eV

Cartesian coordinates (Å):
Cl (1.4502, 1.8719, 0.5940)
Cl (2.8794, -1.1362, -0.6343)
N (-0.7636, 0.6612, -0.2023)
N (0.7144, -1.2821, 0.9379)
C (1.3266, -0.6141, 0.1099)
C (0.6093, 0.6357, -0.3656)
H (-1.0402, 1.7110, -0.1548)
H (0.9919, -2.2558, 1.2573)
H (-1.2604, 0.2218, 0.5665)
H (1.0348, 0.8979, -1.4158)

A molecular structure, C14H17N3PdS, computed with ωB97M-V with the def2-TZVPD basis set.

Multiplicity = 5
Net charge = +2
Kohn-Sham gap (alpha / beta) = 6.573 / 4.244 eV
LUMO (alpha / beta) = -6.637 / -11.217 eV

Cartesian coordinates (Å):
Pd (-0.2757, 0.0373, 0.7157)
S (0.2358, 0.3263, 6.3017)
N (0.6089, -0.7728, 3.7501)
N (0.4838, 1.3119, -0.7793)
N (0.2167, -1.3344, -0.8096)
C (0.6935, -1.5566, -3.1322)
C (0.4014, -0.2696, 4.9111)
C (1.0093, 1.4951, -3.0894)
C (0.9234, 3.4556, -1.6947)
C (0.0561, -2.6645, -0.6766)
C (-0.6077, 1.2208, 2.4430)
C (0.2069, -3.4973, -1.7847)
C (1.1186, 2.8739, -2.9476)
C (0.5439, -0.7521, -1.9884)
C (0.6932, 0.7041, -1.9726)
C (0.6052, 2.6380, -0.6078)
C (0.5193, -2.9372, -3.0204)
C (-2.2498, 0.0914, 0.7901)
C (-0.4755, -0.8987, 2.6467)
H (0.9302, -1.0586, -4.0622)
H (0.6293, -3.5603, -3.9097)
H (-0.2946, -1.9045, 2.2684)
H (-0.1910, -3.0367, 0.3210)
H (1.3958, -1.4293, 3.6580)
H (1.1486, 0.9832, -4.0341)
H (-2.5870, -0.8881, 0.4378)
H (0.3635, 1.4908, 2.8757)
H (1.3554, 3.4899, -3.8185)
H (0.4453, 3.0272, 0.3983)
H (-1.3692, 1.0613, 3.2212)
H (-2.4997, 0.8619, 0.0509)
H (-1.4519, -0.8948, 3.1130)
H (-2.6951, 0.3287, 1.7597)
H (-0.9573, 2.1034, 1.8661)
H (1.0028, 4.5293, -1.5396)
H (0.0672, -4.5745, -1.6611)

8 unconnected molecules or ions with the total composition C11H18Cl11N2O6, computed with ωB97M-V with the def2-TZVPD basis set.

Multiplicity = 2
Net charge = -2
Kohn-Sham gap (alpha / beta) = 1.985 / 5.829 eV
LUMO (alpha / beta) = 3.794 / 3.793 eV

Cartesian coordinates (Å):
Cl (1.6336, -4.3743, 2.2949)
Cl (1.5107, 2.6270, -2.3447)
Cl (-1.5941, -3.8469, -1.0948)
Cl (4.0620, -2.8026, 3.0583)
Cl (3.6782, -5.1376, -0.5988)
Cl (-3.6081, 0.3893, -3.6775)
Cl (0.3962, -0.6200, 0.1372)
Cl (5.8928, -3.1881, -0.9582)
Cl (-0.4714, -6.3873, -0.1187)
Cl (-2.3360, -1.9838, -4.6472)
Cl (-0.4983, 4.6815, -3.0168)
O (-5.0853, -1.4536, -0.9046)
O (-0.3353, -1.3118, 1.1737)
O (1.0735, -1.5633, -0.7364)
O (1.3191, 0.2154, 0.8632)
O (-0.5392, 0.2250, -0.5281)
O (-4.3841, -2.3329, 1.0179)
N (-0.0572, 5.7510, 2.5655)
N (-4.4916, -1.4187, 0.1895)
C (-3.7977, -0.1584, 0.5507)
C (4.1852, -3.5047, -1.1431)
C (1.7364, 4.2654, 1.0545)
C (1.1811, 6.1833, 2.3965)
C (-0.2535, 2.9711, -2.6764)
C (-0.3878, 4.5557, 2.0712)
C (2.3595, -2.7259, 2.5898)
C (-0.5159, -4.5953, 0.1170)
C (0.4789, 3.7696, 1.3138)
C (2.1106, 5.4697, 1.6084)
C (-2.7661, -1.0512, -3.2111)
H (3.6780, -2.7876, -0.4977)
H (0.2176, 2.8168, 0.8775)
H (1.7787, -2.1406, 3.3026)
H (-0.8411, -4.3967, 1.1382)
H (0.4775, -4.1833, -0.0605)
H (-1.3817, 4.1699, 2.2431)
H (-4.5407, 0.2154, 1.2552)
H (3.1157, 5.8507, 1.5039)
H (-1.8491, -0.8292, -2.6653)
H (-3.7536, 0.5209, -0.3006)
H (2.4061, 3.6424, 0.4802)
H (2.4659, -2.2450, 1.6174)
H (-2.8856, -0.5552, 0.9965)
H (1.3987, 7.1662, 2.7876)
H (3.8695, -3.3267, -2.1711)
H (-3.2621, -1.6454, -2.4436)
H (-0.8796, 2.6715, -1.8360)
H (-0.5107, 2.4081, -3.5736)

A molecular structure, C2HN2O4, computed with ωB97M-V with the def2-TZVPD basis set.

Net charge = -1
Kohn-Sham gap (alpha / beta) = 6.484 / 6.418 eV
Energy above the lowest of the compared OMol25 structures with the same formula, charge and spin = 232.21 kcal per mole
LUMO (alpha / beta) = 3.395 / 3.318 eV

Cartesian coordinates (Å):
O (-2.8119, -0.1301, 0.1656)
O (3.0437, -0.3724, -0.0850)
O (-1.5546, -1.3878, 0.1589)
O (0.8058, 2.2528, 0.5508)
N (1.8860, -0.7613, 0.0452)
N (0.8788, 1.5397, -0.4174)
C (-0.3947, -1.2892, 0.1773)
C (0.6919, -0.3744, -0.0831)
H (-2.5451, 0.5227, -0.5122)

2 unconnected molecules or ions with the total composition C2H7NOS2, computed with ωB97M-V with the def2-TZVPD basis set.

Multiplicity = 2
Net charge = +1
Kohn-Sham gap (alpha / beta) = 8.416 / 5.018 eV
Energy above the lowest of the compared OMol25 structures with the same formula, charge and spin = 24.06 kcal per mole
LUMO (alpha / beta) = -5.584 / -8.873 eV

Cartesian coordinates (Å):
S (0.9085, -0.7029, 1.4840)
S (0.4764, 1.3099, 1.0722)
O (-0.8464, -0.4806, -2.4849)
N (-1.8831, 0.3765, -0.6019)
C (-1.7897, 0.0214, -1.9488)
C (1.5774, -1.2279, -0.0992)
H (1.6958, 1.6363, 0.5281)
H (-2.6682, 0.0750, -0.0417)
H (0.8256, -1.7310, -0.7221)
H (-2.6576, 0.5191, -2.4283)
H (2.2700, -2.0584, 0.0194)
H (-1.0258, 0.5058, -0.0631)
H (1.9972, -0.4551, -0.7444)

A molecular structure, C27H36CaF6NO25S2, computed with ωB97M-V with the def2-TZVPD basis set.

Net charge = +1
Kohn-Sham gap = 9.772 eV
Energy above the lowest of the compared OMol25 structures with the same formula, charge and spin = 70.75 kcal per mole
LUMO = -1.650 eV

Cartesian coordinates (Å):
Ca (0.4809, -0.4391, 0.0195)
S (0.5759, -3.8363, 1.2632)
S (2.5854, -2.8148, -0.0828)
F (3.6838, -4.3220, -1.9295)
F (1.8153, -2.9179, 3.4832)
F (-0.2152, -2.1649, 3.1636)
F (0.0936, -4.2081, 3.9571)
F (1.5999, -4.9209, -1.4467)
F (2.0804, -3.1766, -2.6748)
O (3.8199, 2.2427, -1.0791)
O (-2.8035, -2.6785, -2.4312)
O (2.1722, -0.3796, 2.1061)
O (2.1734, 1.2456, -4.0638)
O (-0.2856, 1.0011, 4.2672)
O (1.4733, 0.0658, -2.2229)
O (3.5808, -3.4634, 0.7472)
O (2.6552, 0.1731, 4.1991)
O (2.2343, 3.6008, -0.6068)
O (-0.8360, -4.2402, 1.0203)
O (4.2804, -0.5739, 2.9903)
O (-1.0114, 1.3963, -0.7797)
O (-0.2408, 0.8466, 1.9988)
O (2.0415, 1.5389, 0.0852)
O (2.9637, -1.5121, -0.5828)
O (2.3645, -0.9197, -4.0918)
O (1.4823, -4.9815, 1.3470)
O (-0.9167, 3.2154, -2.1501)
O (-3.8307, -0.0925, 0.3367)
O (-1.0421, -3.5979, -1.7980)
O (-3.7004, -1.8710, 1.5337)
O (-1.0819, -1.3751, -1.8922)
O (-1.8236, -0.9334, 0.7334)
O (-2.1860, 0.9878, 3.1644)
O (-2.6641, 1.9817, -2.4173)
N (1.0099, -2.5460, 0.5426)
C (-1.8480, -4.6152, -2.4934)
C (3.7659, 0.5182, 4.9322)
C (4.1281, 3.3601, -1.8215)
C (2.6707, -0.5145, -5.3803)
C (-1.5827, -2.4558, -2.0384)
C (3.0010, -0.1909, 3.0181)
C (4.8515, -0.3160, 4.2253)
C (-2.6335, 1.2433, 4.4516)
C (1.9952, 0.1276, -3.3326)
C (-1.2717, 1.2951, 5.2765)
C (3.0758, 4.3625, -1.5228)
C (-3.0306, -1.0191, 0.7833)
C (-5.1500, -0.2457, 0.6739)
C (2.7245, 1.0119, -5.3637)
C (-2.6159, 2.7334, -3.6494)
C (3.6762, 5.5468, -0.6295)
C (-1.5179, 2.1580, -1.6460)
C (-0.8448, 0.9845, 3.0238)
C (0.5702, -3.2074, 3.1382)
C (-3.5368, 0.0777, 4.9576)
C (-1.4655, 3.7091, -3.3676)
C (2.4683, -3.8914, -1.6853)
C (2.6915, 2.3703, -0.4443)
C (-5.9454, -1.8751, 2.5464)
C (-0.3064, 3.8310, -4.4146)
C (-3.2472, -4.0116, -2.2245)
C (-5.1175, -1.6373, 1.2842)
H (5.1175, 3.7438, -1.5723)
H (2.1426, 1.5383, -6.1204)
H (-1.7379, -5.5758, -1.9902)
H (-0.2817, 2.9532, -5.0603)
H (-1.0831, 2.2793, 5.7054)
H (-1.7318, -4.8073, -3.5600)
H (-5.4224, 0.5297, 1.3899)
H (-6.2286, -2.9269, 2.5046)
H (-3.4525, 3.4308, -3.6931)
H (-3.8974, -4.3123, -3.0459)
H (-2.3583, 2.1580, -4.5386)
H (1.8035, -0.8251, -5.9630)
H (3.6570, -0.9154, -5.6138)
H (-5.8262, -0.2649, -0.1808)
H (4.1302, 3.0199, -2.8571)
H (-5.4826, -2.3115, 0.5094)
H (3.9103, 6.4119, -1.2499)
H (-3.1026, -0.7422, 5.5296)
H (-3.7257, -4.0592, -1.2463)
H (-4.2275, -0.1986, 4.1609)
H (3.7819, 1.2741, -5.4004)
H (5.0660, -1.2300, 4.7791)
H (-6.8073, -1.2094, 2.5007)
H (2.8988, 5.8476, 0.0728)
H (-3.0715, 2.2413, 4.4652)
H (3.6046, 0.1743, 5.9538)
H (-1.7412, 4.7251, -3.0851)
H (5.7593, 0.2820, 4.1458)
H (2.5274, 4.5309, -2.4497)
H (3.9019, 1.5995, 4.9534)
H (4.5932, 5.1212, -0.2220)
H (-0.4185, 4.7172, -5.0393)
H (-1.3130, 0.4419, 5.9535)
H (-5.3470, -1.7180, 3.4438)
H (-4.2688, 0.5378, 5.6213)
H (0.5980, 3.8588, -3.8069)

C20H31NO2 in the gas phase, computed with ωB97M-V with the def2-TZVPD basis set.

SMILES = Cc1cccc(OC[C@@H](O)CN2C[C@]3(C)C[C@H]2CC(C)(C)C3)c1
Kohn-Sham gap = 8.878 eV
Energy above the lowest of the compared OMol25 structures with the same formula, charge and spin = 2.69 kcal per mole
LUMO = 0.758 eV

Cartesian coordinates (Å):
O (1.7851, -1.2146, -1.3905)
O (0.7434, -2.7235, 1.1471)
N (-0.8149, -0.7493, -0.0552)
C (3.8616, -0.0964, 1.4441)
C (3.9970, 1.2359, 1.1118)
C (-4.1349, -0.5320, -1.0587)
C (-3.0207, -0.4344, 1.1978)
C (3.1351, -0.9645, 0.6442)
C (2.5348, -0.4862, -0.5134)
C (-1.0977, 1.1479, 1.1926)
C (-0.9063, 0.3276, -1.0294)
C (3.5638, 3.1711, -0.4228)
C (1.5306, -2.5823, -1.1705)
C (-0.8256, 2.8423, -0.6921)
C (-1.4848, -0.3253, 1.1619)
C (3.4168, 1.7248, -0.0555)
C (-3.7763, 0.3769, 0.1242)
C (-0.9211, -2.1126, -0.5065)
C (-5.1031, 0.8606, 0.7285)
C (-2.9855, 1.6211, -0.3452)
C (2.7013, 0.8573, -0.8588)
C (-1.4571, 1.5286, -0.2461)
C (0.3730, -2.9040, -0.1947)
H (2.4335, -3.1015, -0.8272)
H (-1.5431, 0.0794, -1.8863)
H (-1.0925, -0.8921, 2.0141)
H (0.1706, -3.9767, -0.3040)
H (2.2592, 1.2050, -1.7807)
H (-0.0266, 1.2621, 1.3645)
H (0.7474, -1.7679, 1.3009)
H (-1.2001, 3.6687, -0.0915)
H (3.0621, 3.7994, 0.3132)
H (-5.6799, 1.4090, -0.0136)
H (-3.3174, -1.4830, 1.1255)
H (3.1334, 3.3722, -1.4005)
H (4.5573, 1.9023, 1.7509)
H (-4.9286, 1.5164, 1.5791)
H (-4.8150, -1.3166, -0.7304)
H (-5.6984, 0.0150, 1.0673)
H (-4.6334, 0.0379, -1.8408)
H (0.2551, 2.7968, -0.5796)
H (-3.3236, -0.0885, 2.1889)
H (-1.0987, -2.1521, -1.5856)
H (-3.2928, 2.4763, 0.2624)
H (-3.2603, -1.0096, -1.4857)
H (4.3223, -0.4764, 2.3443)
H (-1.0586, 3.0432, -1.7359)
H (4.6149, 3.4546, -0.4384)
H (-3.2641, 1.8472, -1.3772)
H (0.0929, 0.5416, -1.4179)
H (-1.6474, 1.7224, 1.9350)
H (3.0422, -1.9967, 0.9411)
H (-1.7459, -2.6295, -0.0011)
H (1.2611, -2.9715, -2.1571)

2 unconnected molecules or ions with the total composition C4H11NO, computed with ωB97M-V with the def2-TZVPD basis set.

SMILES = C=NCCC.O
Kohn-Sham gap = 10.614 eV
Energy above the lowest of the compared OMol25 structures with the same formula, charge and spin = 42.96 kcal per mole
LUMO = 0.903 eV

Cartesian coordinates (Å):
O (1.0048, -1.7391, -1.5468)
N (-0.5574, -0.4200, 0.8899)
C (0.3956, 1.3543, -0.4477)
C (-1.0205, 1.5791, -1.0046)
C (0.3572, 0.7519, 0.9455)
C (-0.3301, -1.3613, 1.6995)
H (-0.0118, 1.3998, 1.7437)
H (-1.5694, 2.3072, -0.4043)
H (0.5758, -1.7759, -2.4053)
H (-0.9812, -2.2346, 1.6559)
H (1.3359, 0.3516, 1.2149)
H (0.8961, 0.6438, -1.1052)
H (0.8946, 2.3199, -0.5478)
H (-0.9386, 1.8336, -2.0569)
H (0.0282, -1.1167, 2.7115)
H (0.3355, -1.6265, -0.8565)
H (-1.5993, 0.6558, -0.9729)